Record 1
153
Properties=species:S:1:pos:R:3:forces:R:3:lowdin_charge:R:1 method="wB97M-V/def2-TZVPD" total_energy_ev=-107832.572 orbital_gap_ev=8.69 total_charge=-1 max_force_ha_per_bohr=0.2009
O -1.1736 2.8803 0.5350 1.434 -2.911 1.270 0.09
C -0.6619 1.7776 0.8038 -2.361 2.521 -1.278 -0.37
O 0.0937 1.1049 -0.0203 0.897 -0.650 0.170 0.22
B 0.5709 -0.1361 0.6354 0.855 -0.464 -0.738 -0.74
O -0.1356 -0.2070 1.9390 -0.677 0.289 -0.738 0.21
C -0.9587 0.8551 2.0266 0.286 1.223 0.768 -0.36
O -1.7125 1.1681 2.9146 0.686 -0.993 -0.682 0.14
O 2.0789 -0.1105 0.8703 -1.731 -0.060 -0.338 0.20
C 2.6519 -1.0560 0.1755 2.012 -1.189 -0.143 -0.40
O 3.8452 -1.3246 0.2460 -1.794 0.244 -0.462 0.09
C 1.5722 -1.8504 -0.6942 0.261 -1.392 -1.222 -0.31
O 0.3755 -1.3070 -0.3608 1.340 -0.033 0.488 0.17
O 1.8154 -2.7819 -1.4995 -1.157 3.381 2.915 0.07
C -2.4328 -5.6826 -7.1569 -1.814 -1.214 -0.027 -0.04
C -2.8787 -6.6710 -6.0809 0.485 -0.546 1.814 -0.44
C -3.6970 -7.8858 -6.4884 -0.921 -0.342 -0.956 -0.22
O -4.3653 -8.5037 -5.3756 -0.438 -1.516 0.516 -0.19
C -5.2746 -9.5745 -5.8355 0.382 1.262 -1.150 -0.08
N -1.6896 -7.1580 -5.3378 -0.110 -0.362 -0.006 0.03
H -2.3212 -6.1889 -8.1157 0.618 -0.056 0.015 0.07
H -1.5439 -5.1360 -6.8419 -0.376 0.179 -0.218 0.08
H -3.3659 -5.1332 -7.2822 0.522 1.051 -0.245 0.08
H -3.5139 -6.1992 -5.3312 -0.257 0.696 -0.180 0.13
H -3.0464 -8.5372 -7.0720 0.277 -0.679 0.392 0.12
H -4.5350 -7.7152 -7.1642 0.122 1.011 -0.489 0.11
H -6.0832 -9.1357 -6.4200 0.282 0.541 -0.757 0.07
H -5.9447 -10.1434 -5.1911 1.184 0.235 1.471 0.08
H -4.7162 -10.2597 -6.4733 -0.020 -0.118 0.056 0.08
H -1.2066 -6.3801 -4.9115 0.180 0.442 -0.295 0.06
H -2.0346 -7.6313 -4.5149 -0.107 -0.570 0.082 0.06
C -1.3861 -0.7915 10.1267 1.224 0.409 -0.805 -0.05
C -0.1937 0.2296 10.0603 -0.983 -0.293 1.007 -0.45
C -0.2409 1.0353 8.7833 1.846 0.502 -0.914 -0.15
O 0.8617 2.0446 8.7820 -1.440 -1.210 0.624 -0.21
C 1.2701 2.5133 7.5190 0.314 -0.371 -0.279 -0.12
N -0.2570 1.1281 11.1862 -0.459 0.672 0.857 0.03
H -2.3795 -0.3829 10.3116 0.140 0.517 -0.184 0.07
H -1.2519 -1.5725 10.8751 0.338 0.028 -0.139 0.07
H -1.3410 -1.1932 9.1144 -0.576 -0.683 0.117 0.07
H 0.7315 -0.3224 10.2258 0.145 -0.162 -0.804 0.13
H -1.2183 1.5078 8.6847 -0.044 0.253 -0.030 0.13
H -0.0410 0.4167 7.9084 -0.264 -0.205 -0.111 0.11
H 2.3582 2.5780 7.5190 0.058 0.374 0.246 0.08
H 0.8298 3.4764 7.2606 -0.071 0.057 0.054 0.08
H 1.0778 1.8074 6.7110 -0.434 -0.150 -0.035 0.08
H -1.2322 1.3131 11.3733 -0.223 0.081 0.246 0.06
H 0.1110 2.0240 10.9002 0.421 0.183 0.133 0.06
C 3.2170 -0.1325 -7.0931 -0.310 1.863 0.024 -0.05
C 3.8728 1.2237 -7.5512 0.585 -1.773 0.448 -0.40
C 3.7780 2.2882 -6.4720 0.854 1.524 -0.868 -0.26
O 2.5048 2.7321 -6.1212 -0.600 -1.687 0.623 -0.18
C 2.3552 3.5857 -4.9982 -0.186 0.740 -1.156 -0.09
N 5.3194 1.0143 -7.8312 -0.601 -0.225 -0.312 0.02
H 3.6542 -1.0457 -7.4969 0.060 0.297 0.009 0.07
H 2.1776 -0.0051 -7.3955 -0.143 -0.564 0.005 0.07
H 3.1865 -0.0978 -6.0041 0.212 -0.565 0.081 0.07
H 3.3690 1.5212 -8.4709 0.224 0.274 -0.006 0.13
H 4.3001 3.1251 -6.9360 0.206 0.651 -0.181 0.11
H 4.4815 2.0508 -5.6740 -0.523 -0.535 0.764 0.12
H 1.2779 3.6774 -4.8601 0.108 0.019 0.134 0.09
H 2.7398 4.5415 -5.3539 0.056 0.498 0.521 0.08
H 2.8165 3.3413 -4.0414 0.275 -0.638 -0.223 0.09
H 5.7626 1.7778 -8.3219 -0.205 0.217 -0.016 0.06
H 5.8378 0.8770 -6.9754 -0.020 -0.108 0.162 0.06
C 0.8610 9.4764 2.8123 0.049 -0.075 0.192 -0.05
C 0.5948 10.3166 1.5811 0.373 -0.280 -0.578 -0.44
C 1.5988 11.4557 1.5758 0.464 0.426 -0.758 -0.25
O 1.5309 12.3851 2.6243 -0.021 -0.359 1.038 -0.19
C 0.3335 13.1555 2.6537 0.473 -0.746 -1.236 -0.09
N 0.8111 9.6295 0.2814 0.325 0.274 0.631 0.03
H 1.0578 10.1395 3.6547 -0.724 0.147 0.198 0.08
H 1.8051 8.9316 2.8052 -0.075 -0.329 -0.728 0.08
H 0.0250 8.8007 2.9928 0.180 -0.074 0.317 0.08
H -0.4416 10.6536 1.5643 -0.086 0.342 0.528 0.12
H 1.6472 11.9934 0.6289 -0.791 0.305 -0.487 0.12
H 2.5861 10.9966 1.5244 0.173 -0.099 0.816 0.13
H -0.5439 12.5351 2.4710 -0.179 -0.168 0.600 0.07
H 0.3718 13.7580 1.7461 -0.138 0.906 0.228 0.08
H 0.2721 13.6963 3.5981 0.073 0.037 -0.315 0.09
H 0.1505 8.8780 0.1435 -0.097 -0.132 0.090 0.07
H 0.5829 10.3480 -0.3908 -0.007 -0.181 -0.539 0.06
C 7.2838 -8.3263 -4.3653 1.042 0.888 1.990 -0.73
O 8.0633 -7.5542 -3.8399 0.473 -0.231 -0.192 0.04
N 7.5461 -9.5703 -4.8024 0.649 -1.427 -1.018 0.14
N 5.9748 -8.0979 -4.4207 -3.190 0.569 -0.711 0.14
H 6.7100 -10.0965 -5.0128 0.740 -0.466 0.177 0.09
H 8.3934 -10.0434 -4.5226 -0.221 0.241 -0.240 0.11
H 5.4741 -7.4183 -3.8661 0.648 0.167 -0.350 0.12
H 5.4301 -8.6290 -5.0850 -0.145 0.273 0.344 0.10
C -8.3561 1.5001 1.0491 -0.846 2.529 2.909 -0.81
O -8.8779 2.1648 1.9403 -1.030 0.321 -0.483 0.02
N -8.4437 1.6344 -0.2328 -2.042 1.258 -4.482 0.16
N -7.4342 0.6617 1.3265 4.104 -4.371 2.405 0.16
H -9.2160 2.1848 -0.5801 0.301 -0.238 -0.303 0.12
H -7.9368 0.9901 -0.8227 -0.452 0.510 -0.190 0.11
H -7.0298 0.0313 0.6489 0.037 0.185 0.425 0.11
H -7.1452 0.5947 2.2920 -0.036 -0.185 -0.298 0.13
C 1.9715 -9.1379 1.3063 -2.094 2.852 -1.050 -0.74
O 1.1250 -8.2360 1.3977 0.874 -0.974 0.082 0.00
N 2.8863 -9.2037 0.3315 1.329 0.226 -1.500 0.14
N 2.0785 -10.1618 2.1112 -0.141 -2.728 2.704 0.15
H 3.3565 -10.0912 0.2250 0.045 0.494 -0.508 0.10
H 2.8072 -8.5701 -0.4510 0.059 -0.210 0.219 0.12
H 2.7874 -10.8642 1.9561 -0.348 0.150 0.260 0.11
H 1.3819 -10.3367 2.8213 0.234 0.209 -0.194 0.12
C 7.5736 -7.1508 4.0751 1.539 1.340 2.031 -0.81
O 8.2402 -7.4180 5.0503 0.975 0.275 0.615 0.05
N 7.5016 -6.0457 3.3756 2.364 5.015 -1.058 0.15
N 6.7165 -7.9153 3.5520 -6.012 -6.690 -2.188 0.15
H 8.2609 -5.3903 3.4943 -0.338 0.167 -0.122 0.12
H 6.7933 -5.8350 2.6871 0.411 -0.120 0.347 0.11
H 6.1343 -7.6517 2.7699 0.409 0.139 0.171 0.11
H 6.2353 -8.6160 4.0974 0.617 -0.109 0.191 0.12
C -5.8630 8.7693 -1.7707 0.428 0.498 -0.493 -0.87
O -5.2240 9.2049 -0.8865 1.768 3.050 4.406 0.06
N -5.5473 7.6256 -2.2374 0.515 -4.882 -2.278 0.17
N -6.7855 9.3732 -2.4721 -3.075 2.588 -1.323 0.16
H -4.8139 7.1440 -1.7371 -0.345 -0.398 -0.587 0.14
H -6.1283 7.3009 -2.9971 0.845 -1.045 0.287 0.11
H -7.1359 10.2507 -2.1153 -0.044 -0.255 -0.331 0.12
H -7.2369 8.9148 -3.2507 -0.058 0.435 0.363 0.11
C -5.8010 -0.3241 -4.2363 1.054 5.699 -2.377 -0.81
O -5.7069 0.7236 -4.9205 -0.638 -1.800 -0.274 -0.01
N -5.1721 -0.4197 -3.1384 3.263 0.497 5.237 0.16
N -6.4695 -1.3962 -4.4071 -4.175 -4.196 -3.205 0.16
H -5.2548 -1.2911 -2.6344 0.946 0.533 0.336 0.12
H -4.5112 0.3191 -2.9451 -0.061 -0.406 0.529 0.14
H -6.7914 -1.9184 -3.6046 -0.030 -0.070 -0.581 0.12
H -6.9575 -1.4560 -5.2893 -0.343 -0.300 0.396 0.12
C -3.7263 -5.2447 0.6209 -3.702 4.426 -0.503 -0.80
O -4.6620 -4.5218 0.2337 0.079 -0.277 0.849 -0.01
N -3.4118 -6.3199 0.0476 2.064 -6.192 -3.360 0.17
N -2.9456 -4.9779 1.6288 1.516 2.029 3.242 0.17
H -2.4658 -6.6319 0.2144 -0.419 -0.692 -0.277 0.12
H -4.0328 -6.8729 -0.5256 0.285 0.590 -0.067 0.13
H -2.0935 -5.4823 1.8278 -0.373 0.227 0.163 0.12
H -3.2105 -4.1670 2.1696 0.578 -0.056 -0.108 0.12
C -4.6256 7.9992 5.4565 -0.987 -6.237 2.749 -0.84
O -4.8848 7.7155 6.6087 0.250 -0.412 1.349 0.03
N -4.6505 9.1260 4.9718 0.213 10.023 -2.493 0.17
N -4.4408 7.1302 4.4731 0.558 -2.974 -1.104 0.16
H -4.5977 9.9022 5.6158 -0.171 0.086 -0.410 0.14
H -4.4189 9.2554 3.9972 -0.118 0.587 0.484 0.12
H -4.3522 6.1648 4.7565 0.156 0.115 -0.674 0.12
H -4.1231 7.5236 3.5988 0.094 -1.199 0.071 0.10
C 9.1588 0.9813 2.0010 2.997 1.741 0.463 -0.77
O 9.8942 1.9039 2.3586 -0.101 -0.685 0.052 0.01
N 7.8663 1.0509 1.9725 -3.819 1.780 0.593 0.15
N 9.5067 -0.1985 1.5280 1.561 -3.290 -1.133 0.15
H 7.3400 0.3676 1.4468 -0.473 0.789 0.279 0.12
H 7.5663 1.9900 2.1919 -0.849 -0.369 -0.306 0.13
H 10.4097 -0.6424 1.6153 -0.214 0.492 0.047 0.12
H 8.7086 -0.7874 1.3377 0.832 -0.466 -0.015 0.10

Record 2
10
Properties=species:S:1:pos:R:3:forces:R:3:nbo_charge:R:1 method="wB97M-V/def2-TZVPD" total_energy_ev=-12377.807 orbital_gap_ev=10.04 smiles=Oc1nncc(F)n1 max_force_ha_per_bohr=0.0189
O -0.9267 -1.9468 -1.1458 0.492 -0.070 -0.527 -0.63
C -0.3104 -0.8785 -0.6361 0.126 -0.046 0.059 0.64
N 0.7715 -0.4537 -1.2904 -0.154 0.390 0.465 -0.33
N 1.4057 0.6079 -0.8007 -0.161 -0.205 0.025 -0.13
C 0.9581 1.1893 0.2947 -0.380 -0.537 -0.225 -0.14
C -0.1843 0.6779 0.9219 -0.265 -0.579 -0.292 0.61
F -0.6449 1.2549 2.0183 0.074 0.054 0.001 -0.29
N -0.8398 -0.3634 0.4877 0.478 0.265 -0.387 -0.46
H -0.4042 -2.2232 -1.9390 -0.504 0.315 0.765 0.51
H 1.4795 2.0352 0.6807 0.294 0.414 0.116 0.22

Record 3
15
Properties=species:S:1:pos:R:3:forces:R:3:nbo_charge:R:1 method="wB97M-V/def2-TZVPD" total_energy_ev=-8289.337 orbital_gap_ev=9.92 max_force_ha_per_bohr=0.0103
C -1.8876 -0.9023 0.3388 -0.014 0.008 0.035 -0.61
C -0.7031 -0.1976 -0.2694 -0.090 -0.144 -0.126 -0.07
C -0.4497 1.2576 -0.0709 -0.075 0.235 -0.090 -0.25
N 0.3274 0.2585 0.6392 0.133 -0.084 0.058 -0.40
C 1.6855 0.0323 0.4174 -0.118 0.013 0.467 -0.07
C 2.1318 -1.2265 -0.2783 0.078 0.428 -0.305 0.07
N 2.3479 -0.2879 -1.1304 -0.014 -0.443 0.076 -0.50
H -2.1646 -0.4322 1.2872 0.039 -0.051 -0.130 0.22
H -1.6457 -1.9515 0.5353 -0.027 0.135 -0.037 0.22
H -2.7493 -0.8669 -0.3363 0.131 0.002 0.080 0.22
H -0.3446 -0.6066 -1.2145 -0.051 0.081 0.149 0.21
H 0.0467 1.7989 -0.8776 -0.064 -0.099 0.123 0.20
H -1.1225 1.8547 0.5409 0.093 -0.117 -0.087 0.21
H 2.1411 0.7810 -0.6922 0.066 0.088 -0.049 0.33
H 2.3867 0.4886 1.1108 -0.087 -0.052 -0.163 0.23

| no. | HOMO (eV) |
| --- | --- |
| 1 | -7.62 |
| 2 | -10.23 |
| 3 | -8.94 |